DFT (ωB97M-V with the def2-TZVPD basis set) results for an isolated molecule of C11H15NO4.

Output
E_LUMO (eV): 0.526
Gap between HOMO and LUMO (eV): 8.5
HOMO level (eV): -7.96
2S+1: 1

```
31
Properties=species:S:1:pos:R:3:forces:R:3:mulliken_charge:R:1
O -0.988 -4.130 -0.087 0.0 0.1 0.0 -0.6008
C -1.615 -3.476 0.711 0.2 -0.7 -0.3 0.4577
O -2.441 -4.054 1.600 -0.3 0.0 0.4 -0.4523
C -1.569 -2.003 0.820 -0.1 0.5 0.1 -0.3402
C -2.355 -1.315 1.740 0.1 -0.2 -0.1 -0.7266
C -2.260 0.062 1.776 0.0 0.0 0.0 -0.9909
C -1.409 0.745 0.927 0.0 0.1 0.0 -0.6485
C -0.612 0.072 -0.012 -0.3 -0.2 0.2 1.3750
N 0.205 0.744 -0.896 0.3 0.2 -0.1 0.2195
C 1.243 0.045 -1.618 0.2 -0.4 0.1 -1.0663
C 2.387 -0.461 -0.718 -0.3 0.3 0.1 -0.2357
O 3.371 -1.140 -1.453 0.3 -0.2 -0.4 -0.5187
C 0.215 2.184 -0.962 0.2 0.3 0.2 -1.1472
C 1.160 2.860 0.053 -0.2 -0.4 -0.1 -0.2269
O 1.088 4.262 -0.016 -0.1 0.4 -0.1 -0.5420
C -0.713 -1.324 -0.037 0.0 -0.2 0.1 -0.0539
H -2.426 -5.016 1.476 0.2 0.2 -0.2 0.3474
H -3.013 -1.850 2.403 -0.1 0.0 0.1 0.4568
H -2.854 0.623 2.483 0.0 0.0 0.0 0.3867
H -1.370 1.818 1.015 0.1 0.1 0.0 0.3420
H 0.822 -0.806 -2.163 0.1 0.1 -0.1 0.3430
H 1.658 0.733 -2.360 -0.1 -0.1 0.0 0.5294
H 2.005 -1.185 0.004 0.0 0.1 0.0 0.3512
H 2.823 0.381 -0.162 -0.1 -0.1 0.0 0.2253
H 3.747 -0.543 -2.109 0.0 -0.1 0.1 0.3137
H 0.519 2.486 -1.969 -0.1 0.0 0.1 0.2483
H -0.803 2.557 -0.812 0.1 0.0 0.0 0.5899
H 0.936 2.499 1.066 0.1 0.0 -0.1 0.3036
H 2.198 2.614 -0.178 -0.1 -0.1 0.0 0.2347
H 0.194 4.546 0.203 0.1 0.0 0.0 0.3357
H -0.142 -1.926 -0.724 0.1 0.0 -0.1 0.4901
```
Forces are in eV/Å.